Below is 2 unconnected molecules or ions with the total composition C35H70FI2N2O7P at a distorted geometry, with properties calculated with the ωB97M-V functional and the def2-TZVPD basis.

XYZ file:
```
118
Properties=species:S:1:pos:R:3:mulliken_charge:R:1
C 6.686 0.984 1.226 -1.073
C 7.665 0.464 0.157 -0.610
C 7.403 1.062 -1.223 -0.612
C 6.135 0.504 -1.855 -0.592
C 5.743 1.231 -3.142 -0.723
C 4.962 0.347 -4.104 -0.262
C 4.367 1.130 -5.274 -1.021
C 2.972 1.680 -4.988 -0.854
C 1.828 0.659 -5.212 -0.513
C 1.262 0.154 -3.875 -1.597
C -0.107 -0.564 -4.014 1.004
C -1.188 0.347 -3.465 -0.903
N -2.551 -0.206 -3.259 0.201
I -3.282 -0.630 -5.554 -0.068
C -3.410 0.938 -2.855 -2.153
C -4.517 0.706 -1.800 1.741
C -4.439 1.821 -0.752 -1.481
O -4.487 3.081 -1.393 -0.338
C -3.637 4.019 -0.816 -0.362
O -3.578 5.078 -1.724 -0.329
C -3.002 6.245 -1.163 -0.390
C -1.934 6.818 -2.081 -0.418
O -1.038 7.624 -1.303 -0.534
P -6.202 0.969 -2.603 0.375
O -7.261 0.346 -1.780 -0.721
O -4.486 -0.488 -1.075 -0.293
C -4.048 -1.559 -1.813 -0.290
F -4.976 -1.802 -2.804 -0.405
C -2.625 -1.414 -2.392 1.902
C -2.415 -2.743 -3.165 -2.010
C -2.079 -3.978 -2.299 -1.041
C -0.585 -4.264 -2.137 -0.384
O -0.300 -4.553 -0.772 -0.557
C -1.663 -1.411 -1.173 -1.865
C -1.481 -0.126 -0.330 0.497
C 0.024 0.042 -0.021 -1.172
I -2.398 -0.373 1.613 0.102
H 5.791 0.365 1.216 0.271
H 7.108 0.929 2.223 0.352
H 6.387 2.004 0.992 0.270
H 8.678 0.665 0.497 0.371
H 7.539 -0.617 0.087 0.312
H 7.361 2.149 -1.133 0.291
H 8.273 0.840 -1.844 0.374
H 5.345 0.619 -1.111 0.271
H 6.286 -0.566 -2.007 0.360
H 5.089 2.056 -2.849 0.321
H 6.646 1.643 -3.591 0.335
H 5.642 -0.421 -4.472 0.397
H 4.184 -0.161 -3.532 0.101
H 5.022 1.991 -5.431 0.398
H 4.398 0.571 -6.208 0.440
H 2.970 2.019 -3.950 0.324
H 2.776 2.576 -5.574 0.460
H 1.049 1.078 -5.841 0.465
H 2.305 -0.199 -5.682 0.363
H 1.978 -0.566 -3.481 0.327
H 1.225 0.972 -3.155 0.505
H -0.226 -0.793 -5.068 0.525
H -0.011 -1.501 -3.479 -1.174
H -0.803 0.846 -2.575 0.203
H -1.330 1.135 -4.206 0.826
H -2.772 1.740 -2.481 0.485
H -3.863 1.368 -3.748 0.694
H -3.593 1.696 -0.079 0.169
H -5.337 1.715 -0.134 0.687
H -2.631 3.599 -0.668 0.292
H -4.037 4.384 0.138 0.406
H -2.530 6.029 -0.204 0.355
H -3.757 7.014 -0.996 0.253
H -2.354 7.493 -2.819 0.229
H -1.366 6.029 -2.570 0.302
H -0.270 7.097 -1.085 0.299
H -6.387 2.355 -2.718 0.033
H -6.123 0.340 -3.860 0.066
H -4.029 -2.431 -1.167 0.819
H -1.638 -2.665 -3.918 0.344
H -3.314 -3.005 -3.707 0.777
H -2.482 -4.834 -2.836 0.523
H -2.572 -3.993 -1.331 0.371
H 0.012 -3.427 -2.506 0.200
H -0.314 -5.120 -2.758 0.424
H 0.651 -4.531 -0.666 0.308
H -0.683 -1.664 -1.557 0.027
H -1.957 -2.170 -0.460 1.578
H -1.788 0.801 -0.791 -0.484
H 0.208 1.084 0.238 0.481
H 0.607 -0.134 -0.925 0.107
H 0.355 -0.603 0.783 0.219
C -0.886 -3.597 4.929 -1.693
C -0.289 -2.238 5.343 1.336
C -1.425 -1.225 5.524 -0.855
C -2.315 -1.444 6.755 -0.821
C -1.576 -2.131 7.916 -1.327
C -0.053 -1.969 7.890 1.542
N 0.453 -2.468 6.603 0.715
O 1.715 -2.437 6.499 -0.621
C 0.510 -2.856 9.001 -1.839
C 0.339 -0.518 8.176 -1.610
C 0.593 -1.749 4.208 -1.477
H -0.092 -4.328 4.772 0.427
H -1.450 -3.505 3.998 0.326
H -1.559 -3.992 5.691 0.365
H -1.000 -0.221 5.578 0.441
H -2.048 -1.224 4.629 0.128
H -2.707 -0.479 7.080 0.348
H -3.187 -2.042 6.485 0.355
H -1.965 -1.764 8.866 0.543
H -1.810 -3.199 7.899 0.351
H 0.310 -3.908 8.794 0.436
H 0.043 -2.602 9.953 0.409
H 1.586 -2.727 9.107 0.395
H -0.052 -0.222 9.150 0.398
H -0.052 0.180 7.436 0.329
H 1.423 -0.408 8.202 0.409
H -0.013 -1.644 3.308 0.204
H 1.398 -2.447 3.987 0.446
H 1.036 -0.779 4.436 0.437
```

As for the total charge: 0.



Below is 6 unconnected molecules or ions with the total composition C35H71FI2NO12 at a distorted geometry, with properties calculated with the ωB97M-V functional and the def2-TZVPD basis.

XYZ file:
```
122
Properties=species:S:1:pos:R:3:mulliken_charge:R:1
C 8.486 2.050 -1.031 -0.831
C 7.694 3.228 -1.803 0.640
O 8.254 3.681 -2.835 -0.510
O 6.437 3.747 -1.373 -0.334
C 5.381 3.453 -2.336 -0.355
C 4.145 4.463 -2.097 -0.735
C 2.712 3.697 -2.001 -0.092
C 2.133 3.407 -3.481 -0.972
C 0.586 2.960 -3.491 -0.271
N 0.327 1.609 -2.906 0.391
C 1.361 0.583 -2.784 0.213
C 1.080 -0.846 -2.214 -0.825
I 2.676 -2.349 -2.108 0.212
C -0.365 -1.199 -1.744 0.599
F -0.642 -2.486 -1.237 -0.103
C -1.446 -0.070 -1.897 -0.708
C -1.051 1.332 -2.491 0.675
C -2.252 2.385 -2.634 -1.145
C -2.245 3.557 -1.533 -0.488
C -1.790 3.093 -0.057 -0.471
I -4.328 4.294 -1.356 0.085
H 9.390 2.441 -0.441 0.271
H 7.802 1.475 -0.299 0.265
H 8.891 1.272 -1.768 0.289
H 5.053 2.357 -2.237 0.236
H 5.781 3.648 -3.406 0.298
H 4.377 5.080 -1.156 0.352
H 4.139 5.189 -2.997 0.277
H 2.035 4.387 -1.375 0.230
H 2.828 2.700 -1.454 0.219
H 2.798 2.645 -4.014 0.206
H 2.213 4.388 -4.085 0.483
H 0.002 3.810 -2.983 0.136
H 0.253 2.899 -4.600 0.228
H 2.446 0.759 -3.130 0.245
H -2.513 -0.339 -1.586 0.354
H -2.255 2.813 -3.710 0.369
H -3.241 1.810 -2.532 0.570
H -1.635 4.480 -1.856 0.509
H -1.813 1.959 0.111 0.185
H -0.757 3.558 0.187 0.152
H -2.514 3.594 0.692 0.194
C 3.318 -7.585 -2.209 -0.668
O 2.223 -7.997 -3.017 -0.430
C 1.215 -8.671 -2.263 -0.407
C 0.045 -7.746 -1.950 -0.467
O 0.435 -6.693 -1.066 -0.417
C 0.665 -5.473 -1.753 -0.722
H 3.901 -6.855 -2.774 0.232
H 2.988 -7.118 -1.279 0.282
H 3.954 -8.445 -1.984 0.319
H 1.635 -9.099 -1.347 0.266
H 0.853 -9.499 -2.882 0.377
H -0.729 -8.323 -1.435 0.357
H -0.394 -7.341 -2.868 0.349
H -0.292 -5.006 -2.006 0.219
H 1.255 -5.620 -2.662 0.386
H 1.216 -4.806 -1.087 0.267
C -3.155 -5.961 0.234 -0.442
O -4.158 -6.434 -0.649 -0.350
C -5.459 -6.051 -0.225 -0.491
C -5.962 -4.848 -1.019 -0.518
O -5.188 -3.672 -0.744 -0.413
C -4.226 -3.396 -1.760 -0.603
H -2.191 -6.037 -0.275 -0.085
H -3.314 -4.918 0.515 0.362
H -3.128 -6.585 1.131 0.334
H -5.476 -5.850 0.851 0.321
H -6.122 -6.902 -0.415 0.387
H -6.989 -4.632 -0.709 0.401
H -5.972 -5.063 -2.093 0.319
H -4.729 -2.954 -2.627 0.409
H -3.683 -4.292 -2.069 0.305
H -3.507 -2.674 -1.366 0.061
C 1.989 -12.290 -0.738 -0.927
O 1.009 -11.520 -0.053 -0.275
C -0.243 -12.200 0.041 -0.474
C -0.433 -12.828 1.418 -0.565
O 0.502 -13.880 1.642 -0.376
C 1.599 -13.468 2.447 -0.682
H 2.969 -11.850 -0.537 0.252
H 2.003 -13.328 -0.403 0.467
H 1.802 -12.253 -1.815 0.323
H -0.340 -12.950 -0.750 0.363
H -1.026 -11.448 -0.114 0.346
H -1.432 -13.274 1.464 0.380
H -0.367 -12.072 2.208 0.329
H 1.288 -13.421 3.495 0.326
H 1.993 -12.496 2.138 0.269
H 2.392 -14.211 2.348 0.247
C -1.061 6.203 5.956 -0.756
O -1.344 7.256 5.044 -0.329
C -0.709 7.067 3.781 -0.514
C -1.685 6.521 2.744 -0.421
O -2.108 5.199 3.074 -0.327
C -3.395 5.178 3.678 -0.838
H -1.778 6.261 6.777 0.257
H -1.151 5.220 5.489 0.311
H -0.052 6.326 6.361 0.312
H 0.167 6.417 3.879 0.347
H -0.358 8.052 3.450 0.316
H -1.172 6.461 1.779 0.344
H -2.546 7.187 2.625 0.328
H -4.164 5.314 2.910 0.307
H -3.503 5.951 4.443 0.407
H -3.536 4.204 4.149 0.265
C 0.534 11.561 4.111 -0.810
O -0.473 11.075 3.231 -0.362
C -1.785 11.440 3.656 -0.328
C -2.315 12.633 2.866 -0.619
O -1.564 13.813 3.145 -0.366
C -0.612 14.102 2.131 -0.689
H 1.495 11.493 3.598 0.262
H 0.365 12.602 4.390 0.393
H 0.570 10.940 5.010 0.291
H -1.805 11.640 4.732 0.360
H -2.434 10.577 3.465 0.300
H -3.345 12.829 3.178 0.375
H -2.323 12.421 1.792 0.343
H -1.118 14.539 1.264 0.322
H -0.059 13.211 1.821 0.285
H 0.098 14.830 2.527 0.247
```

As for the total charge: +1. As for the energy above the lowest of the compared OMol25 structures with the same formula, charge and spin: 96.5 kcal per mole.



Below is 5 unconnected molecules or ions with the total composition C35H71N3O6P at a distorted geometry, with properties calculated with the ωB97M-V functional and the def2-TZVPD basis.

XYZ file:
```
116
Properties=species:S:1:pos:R:3:mulliken_charge:R:1
C 5.966 -3.818 0.872 -1.421
C 4.604 -3.868 1.577 -0.071
C 3.479 -4.204 0.580 -0.797
C 2.793 -2.946 0.059 -0.147
C 1.742 -3.237 -1.038 -1.538
C 0.404 -2.555 -0.736 -0.250
C 0.442 -1.042 -1.043 -0.394
C -0.264 -0.181 0.011 -0.351
C -1.718 0.097 -0.407 -0.553
C -2.562 0.711 0.725 -1.354
C -3.541 -0.299 1.365 0.397
C -3.129 -0.760 2.778 -1.133
C -3.007 -2.270 3.012 -0.474
C -4.288 -3.083 2.888 -1.093
N -4.930 -3.126 1.550 0.435
C -6.305 -3.606 1.740 -0.479
C -7.129 -3.670 0.468 -0.994
N -6.400 -4.357 -0.679 0.032
P -6.657 -6.149 -0.679 0.414
O -6.707 -6.663 0.685 -0.468
C -4.947 -3.957 -0.707 -1.484
C -4.327 -4.091 0.674 -0.352
O -2.926 -3.819 0.479 -0.247
C -2.307 -4.843 -0.021 0.575
N -1.756 -5.719 -0.525 -0.572
H 6.086 -4.657 0.187 0.352
H 6.787 -3.829 1.587 0.394
H 6.044 -2.901 0.287 0.322
H 4.415 -2.867 1.958 0.039
H 4.622 -4.586 2.393 0.366
H 3.875 -4.769 -0.266 0.343
H 2.717 -4.814 1.072 0.305
H 3.550 -2.274 -0.353 0.254
H 2.317 -2.417 0.888 0.210
H 2.097 -2.821 -1.982 0.312
H 1.606 -4.314 -1.137 0.551
H -0.378 -3.038 -1.328 0.370
H 0.156 -2.706 0.319 0.210
H -0.031 -0.891 -2.014 0.381
H 1.486 -0.734 -1.108 0.222
H -0.315 -0.707 0.967 0.338
H 0.222 0.784 0.131 0.066
H -1.725 0.737 -1.291 0.417
H -2.147 -0.865 -0.711 0.348
H -1.904 1.137 1.482 0.426
H -3.140 1.533 0.302 0.508
H -3.632 -1.143 0.687 -0.409
H -4.526 0.166 1.426 0.443
H -2.135 -0.357 2.975 0.548
H -3.774 -0.325 3.544 0.384
H -2.204 -2.665 2.395 0.008
H -2.683 -2.410 4.046 0.490
H -4.130 -4.106 3.258 0.441
H -5.021 -2.627 3.557 0.575
H -6.297 -4.599 2.211 0.500
H -6.826 -2.932 2.417 0.499
H -7.414 -2.682 0.115 0.430
H -8.039 -4.233 0.665 0.425
H -6.805 -3.991 -1.545 0.452
H -5.578 -6.558 -1.472 0.152
H -7.817 -6.228 -1.461 0.170
H -4.909 -2.913 -1.010 0.316
H -4.420 -4.563 -1.443 0.489
H -4.435 -5.114 1.072 0.732
C 1.549 5.341 -0.290 -0.545
C 0.255 5.051 -1.043 -0.435
C 0.321 3.539 -1.197 0.302
O 1.034 3.047 -0.052 -0.312
C 1.644 4.138 0.641 -0.534
H 1.540 6.289 0.248 0.367
H 2.389 5.353 -0.987 0.168
H -0.606 5.333 -0.430 0.252
H 0.184 5.572 -1.993 0.187
H 0.872 3.244 -2.091 -0.072
H -0.666 3.070 -1.233 0.046
H 1.097 4.315 1.575 0.293
H 2.671 3.869 0.889 0.297
C 4.778 -0.186 5.868 -0.572
C 3.416 -0.823 6.139 -0.556
C 3.101 -1.455 4.789 -0.363
O 4.355 -1.819 4.214 -0.327
C 5.422 -1.220 4.954 -0.471
H 5.362 0.001 6.768 0.338
H 4.651 0.761 5.340 0.268
H 3.508 -1.594 6.907 0.270
H 2.655 -0.113 6.459 0.331
H 2.601 -0.741 4.125 0.227
H 2.478 -2.348 4.870 0.253
H 5.931 -1.998 5.532 0.294
H 6.137 -0.786 4.254 0.281
C 2.130 0.684 -5.705 -0.640
C 2.914 0.491 -4.408 -0.139
C 2.719 1.840 -3.728 -0.259
O 1.435 2.315 -4.144 -0.377
C 0.950 1.520 -5.226 -0.475
H 1.821 -0.249 -6.174 0.353
H 2.726 1.247 -6.425 0.278
H 2.461 -0.303 -3.809 -0.191
H 3.964 0.246 -4.561 0.422
H 3.481 2.559 -4.045 0.281
H 2.736 1.777 -2.638 0.191
H 0.138 0.882 -4.859 0.230
H 0.549 2.179 -5.997 0.280
C 1.611 9.999 -2.828 -0.573
C 0.311 9.710 -3.576 -0.563
C 0.382 8.197 -3.738 -0.476
O 1.095 7.705 -2.601 -0.252
C 1.708 8.792 -1.905 -0.468
H 1.605 10.943 -2.286 0.332
H 2.451 10.011 -3.526 0.272
H -0.546 9.986 -2.959 0.275
H 0.226 10.231 -4.528 0.336
H 0.929 7.920 -4.645 0.299
H -0.601 7.724 -3.771 0.261
H 1.164 8.965 -0.970 0.279
H 2.736 8.521 -1.661 0.281
```

As for the total charge: +1.



Below is 5 unconnected molecules or ions with the total composition C35H72Cl2N5O7P at a distorted geometry, with properties calculated with the ωB97M-V functional and the def2-TZVPD basis.

XYZ file:
```
122
Properties=species:S:1:pos:R:3:mulliken_charge:R:1
C -0.554 3.190 -0.444 -1.211
C -2.054 2.982 0.071 -0.383
C -2.015 3.145 1.659 -0.236
Cl -1.692 1.543 2.506 -0.035
C -3.302 3.855 2.228 0.374
C -3.199 5.162 2.883 0.481
C -1.878 5.979 3.043 -0.640
O -1.958 7.266 2.400 -0.189
O -2.546 7.082 1.163 -0.328
C -4.449 5.817 3.445 0.873
C -4.462 7.208 4.155 0.360
O -5.453 7.879 4.024 -0.479
O -3.447 7.709 4.954 -0.495
C -5.722 5.121 3.338 -1.151
C -5.736 3.807 2.642 0.660
C -7.158 3.115 2.568 -0.032
O -7.537 2.445 3.541 -0.582
O -7.936 3.271 1.554 -0.642
N -4.571 3.232 2.116 0.082
P -4.772 1.626 1.277 0.484
O -5.935 1.798 0.073 -0.465
Cl -5.457 0.229 2.715 -0.220
H -0.500 3.279 -1.562 0.352
H -0.120 4.143 -0.006 0.343
H 0.117 2.366 -0.055 0.283
H -2.443 1.973 -0.242 0.293
H -2.660 3.783 -0.432 0.321
H -1.086 3.749 1.861 0.090
H -1.745 6.187 4.142 0.144
H -0.953 5.482 2.653 0.342
H -2.655 7.947 0.726 0.325
H -3.068 7.003 5.517 0.401
H -6.646 5.581 3.767 0.483
H -6.052 2.736 -0.180 0.359
C 0.131 -1.876 -1.549 -1.302
C 0.794 -1.158 -2.717 -0.436
N 1.766 -0.152 -2.312 0.359
C 2.191 0.712 -3.407 -0.678
C 2.963 0.069 -4.560 -0.718
C 2.831 -0.610 -1.429 0.163
C 3.725 -1.750 -1.923 -1.224
H -0.338 -1.165 -0.863 0.221
H -0.647 -2.546 -1.921 0.453
H 0.842 -2.486 -0.986 0.245
H -0.002 -0.664 -3.284 0.473
H 1.237 -1.907 -3.388 0.244
H 2.786 1.538 -3.004 0.311
H 1.298 1.190 -3.824 0.373
H 3.993 -0.153 -4.282 0.233
H 3.007 0.764 -5.404 0.086
H 2.492 -0.847 -4.920 0.276
H 2.378 -0.923 -0.483 -0.582
H 3.464 0.238 -1.154 0.458
H 3.158 -2.555 -2.395 0.232
H 4.264 -2.184 -1.077 0.452
H 4.478 -1.397 -2.628 0.341
C 4.972 -2.413 4.489 -1.482
C 3.569 -1.844 4.320 -0.286
N 3.061 -1.929 2.959 0.314
C 1.848 -1.148 2.747 0.365
C 0.589 -1.566 3.508 -0.677
C 3.059 -3.255 2.355 -0.526
C 2.273 -4.358 3.067 -0.617
H 5.676 -1.937 3.803 0.320
H 5.323 -2.235 5.507 0.443
H 4.998 -3.492 4.322 0.301
H 3.614 -0.789 4.610 0.447
H 2.899 -2.337 5.038 0.255
H 1.619 -1.122 1.676 -0.731
H 2.069 -0.106 3.008 0.348
H 0.135 -2.460 3.079 0.212
H -0.158 -0.771 3.441 0.042
H 0.780 -1.744 4.567 0.284
H 4.097 -3.587 2.259 0.426
H 2.705 -3.180 1.322 -0.052
H 2.432 -4.359 4.148 0.260
H 2.591 -5.334 2.691 0.492
H 1.203 -4.280 2.875 -0.112
C 2.252 3.689 -6.577 -1.369
C 2.370 4.424 -7.906 -0.387
N 3.183 3.726 -8.891 0.104
C 3.515 4.549 -10.049 -0.688
C 2.368 5.005 -10.952 -0.960
C 2.791 2.356 -9.192 -0.501
C 1.371 2.120 -9.712 -1.007
H 3.237 3.474 -6.156 0.341
H 1.708 4.307 -5.859 0.457
H 1.703 2.750 -6.677 0.247
H 2.832 5.394 -7.696 0.438
H 1.360 4.634 -8.284 0.254
H 4.257 4.024 -10.660 0.349
H 4.035 5.442 -9.687 0.405
H 2.003 4.195 -11.583 0.222
H 2.721 5.792 -11.624 0.395
H 1.529 5.415 -10.387 0.272
H 2.922 1.757 -8.285 0.163
H 3.503 1.925 -9.902 0.336
H 0.620 2.687 -9.160 0.246
H 1.116 1.061 -9.612 0.395
H 1.282 2.365 -10.770 0.294
C -3.783 -8.186 6.206 -1.430
C -3.115 -7.469 5.040 -0.297
N -2.145 -6.462 5.448 0.137
C -1.716 -5.600 4.353 -0.691
C -0.939 -6.242 3.202 -0.871
C -1.083 -6.917 6.335 -0.673
C -0.186 -8.057 5.845 -0.921
H -4.254 -7.475 6.889 0.330
H -4.559 -8.857 5.832 0.434
H -3.074 -8.795 6.772 0.297
H -3.909 -6.976 4.470 0.431
H -2.670 -8.219 4.373 0.255
H -1.124 -4.773 4.759 0.367
H -2.609 -5.123 3.933 0.323
H 0.090 -6.464 3.485 0.036
H -0.893 -5.547 2.359 0.383
H -1.409 -7.159 2.841 0.375
H -1.538 -7.228 7.280 0.368
H -0.453 -6.065 6.608 0.324
H -0.750 -8.864 5.375 0.237
H 0.352 -8.489 6.694 0.376
H 0.568 -7.705 5.141 0.236
```

As for the total charge: 0.



Number 1: HOMO -4.68 eV. Number 2: HOMO -10.41 eV. Number 3: HOMO -10.42 eV. Number 4: HOMO -8.11 eV.